C26H55FN2O20P | ωB97M-V/def2-TZVPD

Output
Gap between HOMO and LUMO: 9.80 eV
E_HOMO: -12.27 eV
Strongest force on any atom: 1.5 eV/A

```
! wB97M-V def2-TZVPD RIJCOSX def2/J DEFGRID3
* xyz 1 1
C -1.736 -1.504 7.261
C -1.884 -1.358 5.734
P -2.260 -3.004 5.065
C -0.782 -4.020 5.459
N -2.034 -2.753 3.198
F -3.300 -2.295 2.832
C -1.837 -4.076 2.445
N -3.031 -4.849 2.516
C -1.130 -1.701 2.643
C 0.381 -1.993 2.707
O 0.974 -1.205 3.734
C 1.955 -1.791 4.508
C 3.142 -2.310 3.758
O 1.833 -1.787 5.712
H -0.727 -1.822 7.522
H -1.922 -0.536 7.728
H -2.441 -2.230 7.680
H -1.011 -0.872 5.311
H -2.759 -0.736 5.515
H -0.375 -3.630 6.395
H -1.136 -5.040 5.631
H 0.016 -4.027 4.721
H -0.969 -4.552 2.894
H -1.591 -3.782 1.421
H -2.924 -5.663 3.108
H -3.286 -5.194 1.599
H -1.397 -1.615 1.592
H -1.330 -0.746 3.124
H 0.609 -3.050 2.847
H 0.805 -1.702 1.741
H 3.925 -1.546 3.737
H 3.518 -3.197 4.270
H 2.888 -2.577 2.731
C -1.704 -3.096 -4.533
O -1.771 -2.754 -3.136
C -2.993 -2.792 -2.623
O -4.005 -3.088 -3.189
O -2.907 -2.432 -1.331
C -4.173 -2.401 -0.658
H -0.658 -3.020 -4.812
H -2.062 -4.110 -4.692
H -2.295 -2.399 -5.120
H -4.631 -3.389 -0.652
H -4.844 -1.692 -1.136
H -3.965 -2.076 0.358
C -1.064 -0.084 -0.689
O -0.571 1.199 -0.311
C -1.540 2.116 -0.162
O -2.715 1.894 -0.277
O -0.973 3.272 0.140
C -1.897 4.368 0.321
H -0.200 -0.741 -0.759
H -1.766 -0.457 0.051
H -1.560 -0.046 -1.655
H -2.581 4.154 1.137
H -2.459 4.552 -0.590
H -1.291 5.236 0.553
C 0.213 -3.364 -9.562
O 1.613 -3.541 -9.328
C 2.022 -3.191 -8.115
O 1.326 -2.756 -7.233
O 3.332 -3.398 -8.040
C 3.919 -3.051 -6.783
H 0.045 -3.690 -10.583
H -0.370 -3.973 -8.874
H -0.064 -2.318 -9.452
H 3.485 -3.644 -5.981
H 3.778 -1.992 -6.574
H 4.976 -3.274 -6.884
C 7.379 -5.673 0.605
O 6.756 -4.549 1.243
C 7.304 -3.377 0.927
O 8.223 -3.207 0.176
O 6.651 -2.420 1.589
C 7.150 -1.099 1.340
H 6.836 -6.545 0.953
H 7.304 -5.588 -0.477
H 8.425 -5.742 0.893
H 7.058 -0.847 0.286
H 8.190 -1.018 1.646
H 6.534 -0.433 1.938
C 1.068 5.026 -1.940
O 0.637 6.204 -1.259
C 1.371 7.297 -1.464
O 2.308 7.397 -2.205
O 0.844 8.261 -0.715
C 1.455 9.548 -0.864
H 0.337 4.267 -1.687
H 1.089 5.175 -3.018
H 2.051 4.715 -1.592
H 1.371 9.894 -1.893
H 2.503 9.510 -0.575
H 0.908 10.211 -0.201
C -2.703 8.515 -0.658
O -4.112 8.374 -0.458
C -4.471 7.189 0.025
O -3.725 6.279 0.288
O -5.791 7.176 0.168
C -6.322 5.951 0.682
H -2.540 9.511 -1.057
H -2.174 8.401 0.286
H -2.346 7.768 -1.364
H -5.919 5.745 1.671
H -6.091 5.124 0.013
H -7.395 6.099 0.738
*
```